[1]
Density functional theory data (ωB97M-V/def2-TZVPD) for a single C4H12N2S molecule.

Properties
* HOMO level: -9.1 eV
* ΔE to the lowest compared entry with this formula, charge and spin: 19.2 kcal per mole
* HOMO-LUMO gap: 9.9 eV
* E_tot: -18157.188 eV

Last column: Löwdin charge in e.
Cartesian coordinates (Å):
N  0.06  -0.87  2.54  -0.02
C  -0.29  -0.67  1.04  -0.21
C  0.39  0.50  0.33  -0.45
N  0.29  1.70  1.14  0.03
C  -0.34  0.81  -0.98  -0.26
C  -0.45  -0.36  -1.96  -0.60
S  1.09  -1.17  -2.33  0.71
H  1.09  -0.89  2.74  0.07
H  0.00  -1.89  2.69  0.05
H  -0.15  -1.58  0.55  0.08
H  -1.34  -0.44  1.01  0.10
H  1.44  0.35  0.11  0.12
H  1.06  1.68  1.82  0.07
H  -0.55  1.82  1.69  0.08
H  -0.04  1.74  -1.48  0.12
H  -1.38  1.02  -0.73  0.11
H  -0.72  0.17  -2.89  0.07
H  -1.28  -1.08  -1.67  0.09
H  1.12  -0.82  -3.62  -0.15



[2]
Density functional theory data (ωB97M-V/def2-TZVPD) for a molecular structure, C10H19CeCl2NO.

Properties
* HOMO level (spin up / spin down): -7.2 / -7.2 eV
* ΔE to the lowest compared entry with this formula, charge and spin: 22.2 kcal per mole
* HOMO-LUMO gap (spin up / spin down): 7.1 / 7.1 eV
* E_tot: -52187.483 eV

Last column: Löwdin charge in e.
Cartesian coordinates (Å):
Ce  1.06  -0.23  -0.36  0.31
Cl  0.40  -2.63  -1.05  0.10
Cl  1.82  2.11  0.46  0.09
C  3.07  -0.59  -0.93  -0.29
H  3.58  0.36  -1.19  -0.03
H  3.10  -1.20  -1.85  -0.02
C  -0.57  1.26  -1.82  -0.18
C  0.54  0.75  -2.33  -0.34
H  -0.51  1.87  -0.92  0.08
C  0.59  -0.39  -3.31  -0.23
H  1.53  1.09  -2.06  0.07
C  -0.56  -0.20  -4.30  -0.17
H  1.57  -0.55  -3.76  0.13
H  0.38  -1.36  -2.78  0.00
C  -1.90  -0.04  -3.50  -0.17
H  -0.30  0.75  -4.81  0.12
H  -0.62  -1.03  -5.04  0.13
C  -1.92  1.03  -2.38  -0.16
H  -2.67  0.17  -4.26  0.11
H  -2.12  -1.02  -3.05  0.11
H  -2.28  1.98  -2.82  0.13
H  -2.65  0.67  -1.62  0.12
C  0.99  -0.96  4.76  -0.02
N  -0.20  -0.26  4.31  -0.17
C  -1.01  0.41  5.32  -0.04
C  -0.45  -0.14  3.00  -0.25
O  0.31  -0.56  2.09  -0.14
H  1.00  -0.94  5.84  0.08
H  1.90  -0.48  4.38  0.10
H  0.99  -1.99  4.41  0.10
H  -1.01  1.50  5.18  0.10
H  -2.06  0.08  5.28  0.09
H  -0.60  0.18  6.31  0.09
H  -1.41  0.37  2.78  0.16



[3]
Density functional theory data (ωB97M-V/def2-TZVPD) for a molecular structure, C3H5FS.

Properties
* HOMO level: -9.0 eV
* ΔE to the lowest compared entry with this formula, charge and spin: 17.6 kcal per mole
* HOMO-LUMO gap: 9.9 eV
* E_tot: -16743.411 eV

Last column: Löwdin charge in e.
Cartesian coordinates (Å):
C  -0.50  -0.04  0.53  -0.43
C  0.33  -1.04  -0.15  -0.43
C  0.26  1.06  -0.10  -0.39
H  -0.64  -0.08  1.55  0.13
H  0.38  -1.95  0.33  0.06
H  0.07  -1.05  -1.20  0.10
H  0.23  2.09  0.21  0.09
H  -0.07  1.01  -1.11  0.07
F  -1.79  -0.01  -0.12  -0.07
S  1.74  0.02  0.05  0.88



[4]
Density functional theory data (ωB97M-V/def2-TZVPD) for a molecular structure, C22H43O46PS10Zr.

Properties
* HOMO level: -8.8 eV
* HOMO-LUMO gap: 8.5 eV
* E_tot: -236608.746 eV

Last column: Löwdin charge in e.
Cartesian coordinates (Å):
Zr  16.30  23.23  -6.30  1.97
P  17.91  25.10  -6.90  0.18
O  18.89  26.21  -7.28  -0.30
O  17.71  24.41  -5.52  -0.47
O  17.81  23.71  -7.58  -0.45
O  16.35  25.10  -7.02  -0.47
C  13.71  19.88  -6.54  0.06
C  14.55  21.12  -6.32  -0.67
O  15.75  21.08  -6.09  -0.11
O  14.27  22.32  -6.45  -0.13
H  12.69  19.95  -6.16  0.09
H  14.16  18.94  -6.21  0.09
H  13.57  19.79  -7.61  0.08
C  11.36  21.74  -0.25  -0.19
C  12.28  22.94  -0.13  -0.20
O  13.13  23.03  -1.28  -0.21
S  12.56  22.01  -2.44  0.76
O  13.72  21.39  -3.13  -0.24
O  11.52  22.53  -3.30  -0.22
O  11.93  20.98  -1.29  -0.17
H  10.39  22.18  -0.47  0.13
H  11.46  21.25  0.72  0.14
H  12.92  22.86  0.74  0.13
H  11.76  23.87  0.08  0.13
C  16.15  26.90  -9.79  -0.13
C  17.56  26.63  -10.40  -0.18
O  17.48  26.74  -11.79  -0.20
S  15.99  27.08  -12.31  0.69
O  15.60  26.22  -13.40  -0.24
O  15.91  28.53  -12.56  -0.27
O  15.22  26.72  -10.90  -0.22
H  16.08  27.84  -9.24  0.13
H  15.95  26.07  -9.12  0.09
H  17.84  25.57  -10.38  0.11
H  18.28  27.34  -10.00  0.13
C  12.11  25.93  -2.67  -0.13
C  13.39  26.66  -2.05  -0.16
O  14.45  26.04  -2.72  -0.24
S  14.07  25.68  -4.29  0.79
O  14.82  24.53  -4.80  -0.30
O  13.96  26.92  -5.07  -0.21
O  12.53  25.16  -3.80  -0.21
H  11.30  26.60  -2.96  0.13
H  11.75  25.20  -1.94  0.10
H  13.52  26.44  -0.99  0.13
H  13.47  27.73  -2.19  0.13
C  10.76  23.77  -9.83  -0.23
C  10.77  23.05  -8.50  -0.14
O  11.06  24.18  -7.66  -0.21
S  12.24  25.12  -8.32  0.75
O  13.54  24.51  -8.15  -0.24
O  12.02  26.51  -7.82  -0.24
O  11.56  24.89  -9.80  -0.18
H  9.84  24.21  -10.21  0.14
H  11.23  23.10  -10.55  0.11
H  11.59  22.35  -8.49  0.11
H  9.83  22.58  -8.22  0.14
C  19.07  22.64  -10.65  -0.24
C  20.06  23.48  -9.83  -0.10
O  21.24  23.43  -10.74  -0.23
S  20.81  23.41  -12.37  0.76
O  21.52  22.35  -13.09  -0.26
O  20.88  24.74  -12.88  -0.24
O  19.19  23.00  -11.98  -0.20
H  18.03  22.77  -10.34  0.10
H  19.30  21.57  -10.63  0.13
H  20.33  22.96  -8.92  0.13
H  19.72  24.50  -9.67  0.11
C  18.23  26.49  -3.26  -0.16
C  17.64  27.77  -3.82  -0.18
O  16.94  28.35  -2.75  -0.20
S  17.59  27.93  -1.28  0.75
O  16.52  27.21  -0.57  -0.27
O  18.27  29.06  -0.63  -0.24
O  18.68  26.86  -1.94  -0.21
H  19.05  26.06  -3.83  0.12
H  17.43  25.76  -3.11  0.11
H  16.91  27.65  -4.62  0.14
H  18.40  28.45  -4.20  0.14
C  13.45  21.07  -11.22  -0.17
C  14.76  20.83  -11.98  -0.18
O  15.74  21.39  -11.16  -0.20
S  15.21  22.70  -10.26  0.81
O  15.35  23.98  -11.05  -0.22
O  15.67  22.72  -8.86  -0.29
O  13.65  22.19  -10.37  -0.22
H  13.28  20.23  -10.55  0.12
H  12.65  21.21  -11.96  0.14
H  14.71  21.40  -12.91  0.14
H  14.91  19.77  -12.19  0.14
C  16.26  23.71  -0.85  -0.21
C  17.75  23.48  -0.66  -0.15
O  18.10  22.45  -1.61  -0.21
S  16.72  21.81  -2.38  0.79
O  16.79  20.34  -2.36  -0.21
O  16.50  22.53  -3.64  -0.29
O  15.79  22.46  -1.19  -0.20
H  16.27  24.37  -1.72  0.10
H  15.80  24.18  0.02  0.15
H  17.92  22.90  0.25  0.13
H  18.40  24.35  -0.77  0.13
C  21.08  23.67  -4.84  -0.13
C  21.08  22.90  -3.55  -0.18
O  20.29  21.70  -3.69  -0.20
S  19.96  21.33  -5.30  0.79
O  18.52  21.56  -5.56  -0.30
O  20.52  20.02  -5.67  -0.23
O  20.86  22.63  -5.86  -0.21
H  22.05  24.13  -5.04  0.14
H  20.31  24.44  -4.78  0.10
H  20.61  23.56  -2.83  0.12
H  22.06  22.64  -3.15  0.13
C  15.56  17.51  -9.40  -0.17
C  16.16  16.99  -8.04  -0.17
O  16.74  18.15  -7.48  -0.21
S  17.34  19.13  -8.72  0.75
O  18.46  18.44  -9.36  -0.23
O  17.52  20.51  -8.24  -0.23
O  15.92  18.87  -9.44  -0.24
H  14.48  17.43  -9.39  0.13
H  15.96  16.95  -10.25  0.13
H  16.90  16.19  -8.18  0.13
H  15.34  16.73  -7.38  0.12



[5]
Density functional theory data (ωB97M-V/def2-TZVPD) for a single C4H4N2 molecule.

Properties
* HOMO level: -9.1 eV
* ΔE to the lowest compared entry with this formula, charge and spin: 65.7 kcal per mole
* HOMO-LUMO gap: 9.6 eV
* E_tot: -7189.838 eV

Last column: Löwdin charge in e.
Cartesian coordinates (Å):
C  0.72  0.84  -0.01  -0.12
C  -0.76  0.80  -0.04  -0.12
C  -1.39  -0.38  0.21  -0.06
N  -0.57  -1.73  0.20  -0.03
N  0.65  -1.71  -0.10  -0.03
C  1.41  -0.32  -0.19  -0.06
H  1.11  1.87  0.20  0.11
H  -1.20  1.80  -0.30  0.11
H  -2.48  -0.62  0.39  0.10
H  2.50  -0.52  -0.37  0.10



[6]
Density functional theory data (ωB97M-V/def2-TZVPD) for a molecular structure, C34H31CrN5O3S.

Properties
* HOMO level (spin up / spin down): -1.2 / -3.8 eV
* ΔE to the lowest compared entry with this formula, charge and spin: 0.0 kcal per mole
* HOMO-LUMO gap (spin up / spin down): 3.6 / 6.2 eV
* E_tot: -88613.110 eV
* spin multiplicity: 2
* total charge: -1

Last column: Löwdin charge in e.
Cartesian coordinates (Å):
Cr  0.03  -0.06  0.09  0.66
O  0.57  0.29  -3.95  -0.02
C  0.62  0.09  -2.73  -0.48
N  -0.25  0.51  -1.77  -0.02
C  -1.29  1.40  -1.98  -0.22
C  -1.70  1.93  -3.20  -0.02
C  -2.75  2.84  -3.25  -0.12
C  -3.41  3.22  -2.09  -0.13
C  -3.02  2.71  -0.86  -0.04
C  -1.96  1.81  -0.79  -0.20
N  -1.40  1.28  0.38  0.02
C  -1.81  1.54  1.62  -0.46
O  -2.78  2.21  2.02  0.01
C  -0.89  0.91  2.63  -0.15
C  -1.12  1.06  3.99  0.00
C  -0.22  0.54  4.90  -0.06
C  0.91  -0.12  4.41  -0.06
C  1.07  -0.23  3.05  -0.11
N  0.20  0.25  2.16  0.05
C  1.72  -0.70  -2.13  -0.21
C  2.76  -1.20  -2.92  -0.05
C  3.82  -1.85  -2.34  -0.13
C  3.84  -1.99  -0.93  -0.13
C  2.78  -1.48  -0.21  -0.18
N  1.73  -0.86  -0.76  -0.04
H  -1.19  1.62  -4.10  0.09
H  -3.06  3.25  -4.20  0.09
H  -4.23  3.93  -2.13  0.08
H  -3.51  3.00  0.06  0.09
H  -2.01  1.60  4.28  0.11
H  -0.39  0.64  5.96  0.10
H  1.65  -0.53  5.08  0.10
H  1.93  -0.73  2.63  0.10
H  2.69  -1.04  -3.99  0.10
H  4.63  -2.25  -2.94  0.07
H  4.65  -2.48  -0.41  0.07
H  2.76  -1.58  0.87  0.08
O  1.47  1.66  0.16  -0.52
S  1.37  2.92  -0.65  1.10
C  3.01  3.63  -0.51  -0.35
C  3.92  3.09  0.39  -0.06
C  5.18  3.65  0.49  -0.08
C  5.53  4.73  -0.31  -0.09
C  4.62  5.25  -1.22  -0.09
C  3.35  4.69  -1.32  -0.08
C  0.54  4.14  0.37  -0.36
C  0.70  4.12  1.74  -0.06
C  0.02  5.06  2.50  -0.07
C  -0.78  6.01  1.88  -0.08
C  -0.93  6.01  0.50  -0.07
C  -0.28  5.05  -0.27  -0.07
H  3.62  2.23  0.98  0.11
H  5.90  3.23  1.19  0.10
H  6.52  5.16  -0.23  0.10
H  4.89  6.08  -1.85  0.10
H  2.64  5.08  -2.04  0.11
H  1.31  3.35  2.21  0.11
H  0.11  5.03  3.58  0.10
H  -1.32  6.73  2.48  0.10
H  -1.59  6.72  0.03  0.10
H  -0.44  5.00  -1.33  0.11
C  -0.14  -3.49  1.46  -0.04
C  -1.14  -2.81  0.51  -0.69
C  -2.53  -2.77  1.14  -0.05
C  -1.18  -3.56  -0.83  -0.04
N  -0.71  -1.48  0.26  -0.05
H  -0.45  -4.52  1.66  0.08
H  -0.10  -2.95  2.40  0.07
H  0.85  -3.50  1.02  0.07
H  -2.90  -3.78  1.33  0.08
H  -3.22  -2.25  0.48  0.08
H  -2.49  -2.23  2.09  0.08
H  -1.48  -4.60  -0.68  0.08
H  -0.20  -3.54  -1.30  0.08
H  -1.89  -3.08  -1.50  0.08



> What is the formula in the fourth record?

C22H43O46PS10Zr



> Among the records above, which one has the highest E_tot?

C4H4N2



> Number 4 is which compound?

C22H43O46PS10Zr